1.
The following is a quantum chemistry calculation of a molecular structure, C17H23Al2BCaCsF10LiN3NaO14PS2 at a distorted geometry, from OMol25.

Geometry (Å):
C  -4.3560  0.8145  2.9344
C  -3.3311  1.7714  2.1150
N  -2.8772  2.7964  2.6510
C  -2.9780  1.3027  0.7306
C  -1.4894  1.3067  0.3406
C  -1.2321  1.4568  -0.9611
C  -2.2346  1.4989  -2.0743
C  -3.2005  0.3777  -1.9925
O  -3.1105  -0.7298  -2.4462
C  0.1872  1.7190  -1.3527
O  0.3897  2.6375  -2.1144
C  1.2515  1.0829  -0.5697
B  2.5688  0.5777  -1.3217
O  3.7775  1.0488  -0.9350
N  2.3095  -0.4474  -2.3137
C  3.3819  -0.5332  -3.2955
C  1.9962  -1.7426  -1.6959
C  1.0104  0.9138  0.7294
C  -0.3232  1.0552  1.2641
O  -0.5062  0.4816  2.3257
H  -5.0905  0.5202  2.1877
H  -3.8955  -0.1156  3.2971
H  -4.8703  1.3703  3.7118
H  -3.2388  2.8192  3.6085
H  -3.4395  0.3670  0.4271
H  -3.3829  2.0874  0.0888
H  -2.7792  2.4293  -2.1413
H  -1.6832  1.3520  -2.9983
H  -4.1724  0.6537  -1.4180
H  3.9081  0.7962  0.0022
H  2.9762  -0.9147  -4.2376
H  4.2173  -1.1480  -2.9682
H  3.7689  0.4792  -3.4970
H  2.7148  -2.4985  -1.9887
H  2.0000  -1.7086  -0.6064
H  1.0215  -2.1226  -2.0118
H  1.7409  0.5237  1.4222
C  -1.9668  -4.2776  -2.1552
C  -2.0790  -3.3038  -1.0232
O  -2.9200  -3.7848  0.0285
H  -2.9103  -4.4774  -2.6577
H  -1.2593  -3.8415  -2.8664
H  -1.5449  -5.2235  -1.8159
H  -2.3444  -2.3360  -1.4538
H  -0.9837  -3.1610  -0.7513
Na  3.9785  -0.5377  -6.0222
O  4.3122  2.0609  -4.3015
H  4.3793  2.6957  -3.5799
Li  -4.5223  -3.2706  1.0017
O  2.4426  -5.5397  -5.1453
P  1.3336  -4.9421  -4.2984
O  1.6320  -5.2711  -2.8343
O  -0.0162  -5.5326  -4.6996
O  1.2198  -3.4282  -4.4438
Ca  -0.9135  -3.3403  1.3099
Cs  -2.0381  1.2657  3.9707
F  -6.1354  2.6643  -4.7113
Al  -5.4112  3.2486  -3.3586
F  -5.1840  1.8793  -2.3135
F  -6.3105  4.3639  -2.5503
F  -3.8412  3.7417  -3.6131
Al  -4.9207  -0.8972  -0.3562
C  3.0093  2.3867  7.1192
F  2.5143  2.2242  8.3417
F  2.2173  3.2311  6.4434
F  4.2183  2.9187  7.2016
S  3.0642  0.7437  6.2837
O  1.6899  0.3202  6.2146
O  3.9496  -0.0608  7.0607
N  3.6660  1.2415  4.8948
S  3.9459  0.2363  3.7284
O  2.7631  -0.2860  3.0613
O  5.0178  -0.6846  3.9244
C  4.5922  1.4658  2.5095
F  5.6832  2.0747  2.9090
F  3.6752  2.3892  2.2040
F  4.8825  0.7843  1.3576

Properties
Largest force on an atom, eV/A: 16.4
Frontier orbital gap, eV: 1.48
Charge: +1
HOMO, eV: -9.164

2.
The following is a quantum chemistry calculation of C6H7Cl in the gas phase at a distorted geometry, from OMol25.

Geometry (Å):
C  1.2637  -2.1206  -0.4342
C  1.5397  -1.6177  0.7772
C  0.6280  -0.7884  1.5714
C  -0.1460  0.2345  1.1828
C  -0.1826  0.8395  -0.1743
C  0.8488  1.3018  -0.8625
Cl  -1.8148  0.9928  -0.8221
H  0.3111  -1.9202  -0.9484
H  1.9644  -2.7377  -0.9619
H  2.4985  -1.9002  1.2538
H  0.5847  -1.0444  2.6543
H  -0.7992  0.7001  1.9324
H  0.7109  1.7354  -1.8814
H  1.8711  1.1947  -0.4350

Properties
Largest force on an atom, eV/A: 1.2
Frontier orbital gap, eV: 9.40
SMILES: C=C/C=C\C(=C)Cl
Energy relative to the best compared isomer or geometry (same formula, charge and spin), kJ/mol: 98.42
HOMO, eV: -8.871

3.
The following is a quantum chemistry calculation of a molecular structure, C4H18NO6 at a distorted geometry, from OMol25.

Geometry (Å):
C  -2.1236  -0.2808  1.0844
O  -2.2482  0.9688  1.7567
C  -0.8319  -0.4957  0.2931
C  -0.9075  -1.8324  -0.4329
C  0.0814  -2.0097  -1.6322
O  1.4314  -1.7274  -1.3695
N  0.3268  -0.3896  1.1993
H  -2.2437  -1.0401  1.8684
H  -2.9798  -0.3768  0.4034
H  -1.6464  1.6437  1.3599
H  -0.7457  0.3075  -0.4405
H  -0.7474  -2.6788  0.2416
H  -1.9055  -1.9661  -0.8734
H  0.0595  -3.0712  -1.9139
H  -0.2857  -1.4075  -2.4761
H  1.1546  -0.5139  0.6350
H  0.2681  -1.1386  1.8750
H  0.0461  0.5291  3.4766
H  -1.4280  0.7978  3.4345
O  -0.7056  0.5760  4.0732
H  2.0972  2.0223  0.6572
H  1.2984  2.6902  -0.4879
O  1.6807  2.8693  0.4361
H  1.0293  2.8842  -2.5835
H  1.4576  1.2924  -2.1989
O  0.8096  2.2167  -1.9128
H  1.7517  -0.8430  -1.8510
H  3.0824  0.6037  -2.1052
O  2.2241  0.3698  -2.5165

Properties
Largest force on an atom, eV/A: 1.2
Frontier orbital gap, eV: 9.12
Charge: -1
Energy relative to the best compared isomer or geometry (same formula, charge and spin), kJ/mol: 0.00
HOMO, eV: -5.714

4.
The following is a quantum chemistry calculation of 11 unconnected molecules or ions with the total composition C3H30NO10 at a distorted geometry, from OMol25.

Geometry (Å):
C  -3.2947  0.9161  -0.3158
C  -2.2445  2.0462  -0.4061
N  -1.1106  1.5993  -1.3168
C  -0.2858  2.6339  -2.1228
H  -3.6592  0.8703  -1.3898
H  -2.9276  0.0347  0.1601
H  -4.0814  1.3036  0.3578
H  -2.7172  2.9425  -0.8905
H  -1.8354  2.2894  0.5669
H  -1.4555  0.8750  -1.9576
H  -0.4688  1.0591  -0.6817
H  -0.8788  3.5204  -2.3312
H  -0.0969  2.1756  -3.0843
H  0.5368  2.7819  -1.4419
H  -0.3463  2.5983  4.2056
H  -1.5853  2.0418  3.5515
O  -1.1436  2.8752  3.7674
H  2.9208  -3.4934  2.1073
H  2.9392  -3.6358  0.6501
O  3.0942  -2.9772  1.3344
H  -0.0976  -2.1682  1.4372
H  -0.9064  -1.5835  0.4461
O  -1.0609  -1.8756  1.3482
H  3.1444  0.2774  -2.0692
H  2.6455  -0.5639  -0.9980
O  2.6442  -0.5350  -1.9880
H  0.5706  -3.4951  -0.1144
H  0.3956  -4.9142  0.5641
O  0.8585  -4.0445  0.6076
H  1.2039  0.2481  -2.6290
H  0.6106  0.0340  -4.0773
O  0.4077  0.2080  -3.1641
H  0.4657  0.7491  1.9525
H  1.6572  -0.0109  1.3410
O  1.0273  0.6832  1.1935
H  4.5296  -0.2489  0.6173
H  3.6138  -1.2679  1.0677
O  3.6236  -0.4704  0.4514
H  -0.7802  -1.2035  -2.0347
H  0.4950  -1.8864  -1.5376
O  -0.2458  -1.3349  -1.2571
H  -1.4981  -0.2541  2.6692
H  -2.8124  0.5817  2.7399
O  -1.8511  0.6189  2.6710

Properties
Largest force on an atom, eV/A: 2.6
Frontier orbital gap, eV: 10.33
Charge: +1
Energy relative to the best compared isomer or geometry (same formula, charge and spin), kJ/mol: 253.91
HOMO, eV: -13.016

5.
The following is a quantum chemistry calculation of a gas-phase ion, C6H7O3 (charge +1) at a distorted geometry, from OMol25.

Geometry (Å):
C  1.6949  -0.6180  -0.5403
C  0.2064  -0.3973  -0.8124
C  2.3425  -0.0144  0.6119
C  -0.6172  -0.3611  0.1756
C  -0.2482  0.0673  -2.1485
C  -1.9659  0.5691  1.9488
O  2.1415  -1.2772  0.6872
O  2.6409  0.8976  1.2284
O  -1.4472  -0.4578  1.0675
H  2.3094  -1.0374  -1.3785
H  -0.1940  -0.8771  -2.7212
H  0.5763  0.7848  -2.5641
H  -1.2380  0.4111  -2.0982
H  -1.4048  0.4003  2.9426
H  -2.9912  0.3765  2.0181
H  -1.8056  1.5336  1.5831

Properties
Largest force on an atom, eV/A: 4.0
Frontier orbital gap, eV: 8.97
Charge: +1
Energy relative to the best compared isomer or geometry (same formula, charge and spin), kJ/mol: 294.63
HOMO, eV: -14.396